(1)
Density functional theory data (ωB97M-V with the def2-TZVPD basis set) for a 2-piece molecular cluster, C4H6Cl2N2O2 overall in a non-equilibrium geometry.

Each line ends with the Löwdin charge.
Positions of all 16 atoms, in Å:
C  -0.89136  1.83478  -0.29449  -0.06
N  -0.52669  0.73430  -0.70741  -0.06
C  -0.24363  -0.31407  0.20715  -0.29
N  -0.30255  0.09944  1.52909  0.03
C  0.62658  -0.15280  2.35734  -0.68
Cl  0.31763  0.32905  3.94247  0.78
C  1.85088  -1.01705  2.10951  -0.55
O  3.01002  -0.74261  1.96380  0.13
O  1.46278  -2.31268  2.07119  0.08
H  -1.39310  2.13318  0.67881  0.10
H  -0.81790  2.75458  -0.86949  0.07
H  0.90828  -0.59511  0.02184  0.16
H  -0.76919  -1.15670  -0.17974  0.12
H  2.25843  -2.94968  2.03393  0.18
Cl  -0.11638  -0.43674  -3.56830  0.26
H  -0.31394  0.57373  -2.80241  -0.28

Values from the calculation:
- energy above the lowest of the compared OMol25 structures with the same formula, charge and spin (kcal per mole) = 28.7
- net charge = 0
- SMILES = C=NC/N=C(/Cl)C(=O)O.Cl
- orbital gap (eV) = 9.9
- highest occupied orbital energy (Eh) = -0.3572

(2)
Density functional theory data (ωB97M-V with the def2-TZVPD basis set) for a 2-piece molecular cluster, C4H6Cl2O overall in a non-equilibrium geometry.

Each line ends with the Löwdin charge.
Positions of all 13 atoms, in Å:
C  0.21769  -0.22285  -0.18490  -0.02
C  -1.47513  -1.55303  -1.30325  -1.02
C  1.25475  0.62445  -0.80759  -0.09
C  -0.06347  -0.21281  1.26809  -0.30
O  0.67804  0.61909  2.14098  -0.05
Cl  -2.62827  -1.93978  -0.11589  0.48
Cl  -2.03134  -0.17422  -2.22796  0.40
H  1.62482  -0.04480  -1.65119  0.12
H  2.04314  1.00075  -0.35250  0.01
H  0.92481  1.55363  -1.37241  0.13
H  -1.09312  0.13436  1.25060  0.12
H  -0.32730  -1.23668  1.64791  0.14
H  0.87539  1.45187  1.70810  0.08

Values from the calculation:
- energy above the lowest of the compared OMol25 structures with the same formula, charge and spin (kcal per mole) = 160.8
- net charge = 0
- orbital gap (eV) = 7.2
- highest occupied orbital energy (Eh) = -0.2935

(3)
Density functional theory data (ωB97M-V with the def2-TZVPD basis set) for one molecule with the formula C4H6Cl2O in a non-equilibrium geometry.

Each line ends with the Löwdin charge.
Positions of all 13 atoms, in Å:
C  1.44308  0.33715  0.11944  -0.03
C  -0.02611  0.07339  -0.16685  -0.60
C  -0.41061  -1.36467  -0.09410  -0.90
Cl  -2.14425  -1.56842  -0.56964  0.60
Cl  -0.33046  -1.79213  1.69190  0.55
C  -0.97186  1.18688  -0.00745  -0.14
O  -0.65470  0.76743  -1.31874  -0.06
H  1.63075  1.38389  -0.13757  0.09
H  1.81375  0.16306  1.13169  0.08
H  2.04155  -0.23977  -0.59140  0.09
H  0.19687  -2.06944  -0.68714  0.09
H  -0.59970  2.16694  0.30128  0.12
H  -1.98833  0.95567  0.32858  0.10

Values from the calculation:
- energy above the lowest of the compared OMol25 structures with the same formula, charge and spin (kcal per mole) = 24.0
- net charge = 0
- SMILES = C[C@@]1(C(Cl)Cl)CO1
- orbital gap (eV) = 11.3
- highest occupied orbital energy (Eh) = -0.3871

(4)
Density functional theory data (ωB97M-V with the def2-TZVPD basis set) for one molecule with the formula C4H6Cl2O in a non-equilibrium geometry.

Each line ends with the Löwdin charge.
Positions of all 13 atoms, in Å:
C  1.05688  0.82544  -0.76830  -0.07
C  -0.07604  0.57654  0.09873  -0.81
Cl  -1.33330  1.97891  -0.00124  0.54
C  -0.05750  -0.17584  1.36009  -0.05
C  -0.72287  -0.71827  0.06852  -0.88
O  -0.17773  -1.80827  -0.60691  -0.04
Cl  -2.48050  -0.91881  0.05408  0.66
H  0.84268  1.00595  -1.75196  0.06
H  1.70598  -0.04879  -0.37892  0.13
H  1.54101  1.72260  -0.35021  0.10
H  0.91559  -0.56232  1.52467  0.10
H  -0.75097  0.11984  2.25117  0.16
H  -0.46323  -1.99699  -1.49971  0.10

Values from the calculation:
- energy above the lowest of the compared OMol25 structures with the same formula, charge and spin (kcal per mole) = 36.9
- net charge = 0
- SMILES = C[C@]1(Cl)C[C@@]1(O)Cl
- orbital gap (eV) = 10.6
- highest occupied orbital energy (Eh) = -0.3661

(5)
Density functional theory data (ωB97M-V with the def2-TZVPD basis set) for C4H6Cl4O4Y as an isolated structure in a non-equilibrium geometry.

Each line ends with the Löwdin charge.
Positions of all 19 atoms, in Å:
Y  -0.09426  23.14179  3.51331  1.83
C  6.83757  23.31120  4.61726  -0.06
C  5.36425  23.19582  4.57296  -0.83
O  4.77931  23.31211  3.45706  -0.10
O  4.65529  23.00791  5.55624  -0.07
H  7.20351  22.49295  5.23748  0.06
H  7.16723  24.27863  4.99608  0.07
H  7.44771  23.14037  3.73034  0.06
C  -6.20835  23.85151  -0.31125  -0.06
C  -5.81204  24.10191  1.19301  -0.81
O  -4.89283  23.38931  1.66798  -0.12
O  -6.51824  24.93023  1.78217  -0.10
H  -5.86238  22.86637  -0.62418  0.04
H  -5.81299  24.63365  -0.95936  0.05
H  -7.29623  23.80862  -0.36383  0.04
Cl  0.29286  18.64488  3.13645  -0.74
Cl  -0.12925  23.17405  -1.17699  -0.74
Cl  0.29952  27.80060  3.84905  -0.77
Cl  -1.66228  22.38694  7.74920  -0.76

Values from the calculation:
- energy above the lowest of the compared OMol25 structures with the same formula, charge and spin (kcal per mole) = 344.6
- net charge = -3
- orbital gap (eV) = 3.0
- highest occupied orbital energy (Eh) = -0.0461

(6)
Density functional theory data (ωB97M-V with the def2-TZVPD basis set) for a 2-piece molecular cluster, C4H6ClF overall in a non-equilibrium geometry.

Each line ends with the Löwdin charge.
Positions of all 12 atoms, in Å:
C  -0.83397  -1.78703  -0.22945  0.10
C  0.39204  -1.61455  -0.19530  -0.19
C  1.36709  -0.67255  -0.22332  -0.15
H  -1.38106  -2.61528  0.09930  0.01
H  1.09652  0.21063  0.23753  0.03
H  1.98966  -0.51732  -1.10068  0.10
H  2.22229  -0.97202  0.46497  0.12
F  -0.61061  1.00164  1.41682  -0.08
C  -1.04927  1.49577  0.20681  -0.65
Cl  -0.15622  2.97514  -0.01280  0.64
H  -0.93936  0.99176  -0.59575  -0.03
H  -2.09711  1.50381  -0.06812  0.10

Values from the calculation:
- energy above the lowest of the compared OMol25 structures with the same formula, charge and spin (kcal per mole) = 98.7
- net charge = 0
- SMILES = C#CC.FCCl
- orbital gap (eV) = 10.5
- highest occupied orbital energy (Eh) = -0.3665

(7)
Density functional theory data (ωB97M-V with the def2-TZVPD basis set) for one molecule with the formula C4H6ClF in a non-equilibrium geometry.

Each line ends with the Löwdin charge.
Positions of all 12 atoms, in Å:
C  1.37625  0.84826  -0.29924  -0.02
C  0.61394  -0.39716  0.30504  -0.37
F  1.36814  -1.48471  -0.15565  -0.05
C  -0.74905  -0.59310  -0.27748  -0.12
C  -1.86146  -0.22414  0.45840  -0.53
Cl  -3.47461  -0.31171  -0.22514  0.56
H  1.26984  1.79732  0.23792  0.08
H  2.47616  0.62521  -0.34012  0.09
H  1.04317  0.95677  -1.27934  0.04
H  0.59508  -0.38361  1.39804  0.14
H  -0.77552  -0.96467  -1.30874  0.12
H  -1.88192  0.13154  1.48633  0.06

Values from the calculation:
- energy above the lowest of the compared OMol25 structures with the same formula, charge and spin (kcal per mole) = 10.0
- net charge = 0
- SMILES = C[C@H](F)/C=C/Cl
- orbital gap (eV) = 10.6
- highest occupied orbital energy (Eh) = -0.3531

(8)
Density functional theory data (ωB97M-V with the def2-TZVPD basis set) for one molecule with the formula C4H6ClF2N in a non-equilibrium geometry.

Each line ends with the Löwdin charge.
Positions of all 14 atoms, in Å:
F  -3.38180  -0.36817  -0.41729  -0.03
C  -2.18253  -0.85679  0.02040  -0.19
C  -1.07853  0.12112  -0.24027  -0.26
N  -0.93128  1.29506  0.62641  0.10
C  0.02961  0.21135  0.72512  -0.32
C  1.43034  0.55163  0.24564  -0.69
F  1.36934  1.23529  -0.91114  -0.01
Cl  2.36474  -0.96706  -0.00918  0.62
H  -1.90975  -1.77928  -0.48871  0.13
H  -2.29885  -1.01635  1.09614  0.13
H  -0.89652  0.28570  -1.30726  0.15
H  -1.68001  1.21698  1.32692  0.11
H  0.05359  -0.45473  1.57067  0.14
H  1.96876  1.15419  1.02394  0.13

Values from the calculation:
- energy above the lowest of the compared OMol25 structures with the same formula, charge and spin (kcal per mole) = 15.9
- net charge = 0
- SMILES = FC[C@H]1N[C@@H]1[C@H](F)Cl
- orbital gap (eV) = 11.2
- highest occupied orbital energy (Eh) = -0.3810

Number 8 is which compound? C4H6ClF2N

What is the net charge in the seventh record? 0

Among the records above, which one has the lowest orbital gap? C4H6Cl4O4Y

Which of these has the lowest orbital gap? C4H6Cl4O4Y